*i*
{"formula": "C6H8N3O2", "method": "ωB97M-V/def2-TZVPD", "elements": ["C", "C", "C", "C", "C", "C", "N", "N", "N", "O", "O", "H", "H", "H", "H", "H", "H", "H", "H"], "positions_angstrom": [[0.6478, -1.1392, 0.8177], [-0.8231, -0.7483, -0.9916], [1.2275, 1.3250, -0.1192], [-1.0001, 0.3385, 1.2319], [-2.2797, -0.4248, 0.7344], [2.3643, 0.8241, -0.7946], [1.2964, -2.0041, 1.1689], [-0.2371, -0.5489, -2.0239], [0.0065, -0.0451, 0.2617], [0.8841, 2.2544, 0.4458], [-1.9264, -1.0978, -0.4517], [-1.1815, 1.3518, 1.3973], [-0.7569, -0.0981, 2.2121], [-2.5434, -1.2896, 1.4299], [-3.1040, 0.2368, 0.5905], [3.1399, 1.5787, -1.0191], [2.5734, -0.0561, -0.1600], [2.1062, 0.5418, -1.8367], [-0.3939, -0.9992, -2.8934]], "nbo_charge": [0.343, 0.780, 0.871, -0.269, -0.077, -0.795, -0.211, -0.674, -0.484, -0.370, -0.433, 0.257, 0.249, 0.231, 0.227, 0.313, 0.298, 0.318, 0.424], "molar_mass_g_mol": 154.15, "e_homo_ha": -0.565, "total_charge": 1}

*ii*
{"formula": "C6H8N3O2", "method": "ωB97M-V/def2-TZVPD", "elements": ["O", "C", "N", "C", "C", "N", "C", "C", "C", "N", "O", "H", "H", "H", "H", "H", "H", "H", "H"], "positions_angstrom": [[1.6038, 3.4641, 1.4096], [1.4706, 2.8636, 0.4008], [0.7701, 1.7696, 0.1836], [-0.0409, 0.8262, 0.0342], [-1.5055, 0.8582, -0.3013], [-1.9950, -0.4551, -0.1321], [-0.9481, -1.2740, 0.7104], [0.3536, -0.6722, 0.2209], [0.8534, -1.7006, -0.8921], [1.8365, -2.3874, -0.7604], [2.8511, -2.8020, -0.3859], [1.9451, 3.2030, -0.5966], [-1.9838, 1.7312, 0.3013], [-1.3609, 1.1290, -1.3765], [-2.9584, -0.6344, -0.0433], [-1.1211, -2.2055, 0.2907], [-0.9561, -1.2049, 1.7485], [1.1010, -0.7002, 0.9377], [0.0845, -1.8083, -1.7493]], "nbo_charge": [-0.521, 0.519, -0.408, 0.390, -0.298, -0.641, -0.221, -0.256, 0.012, 0.375, -0.004, 0.131, 0.241, 0.226, 0.414, 0.220, 0.229, 0.249, 0.344], "molar_mass_g_mol": 154.15, "e_homo_ha": -0.488, "total_charge": 1}

*i* comes first in stability; the runner-up is 3.488 eV higher.

*i*
{"formula": "C2H7NS", "method": "ωB97M-V/def2-TZVPD", "elements": ["C", "N", "H", "H", "H", "C", "S", "H", "H", "H", "H"], "positions_angstrom": [[1.3092, -1.0789, -1.3406], [1.5213, -0.0094, -0.6588], [2.1779, -1.6782, -1.6819], [0.2751, -1.4388, -1.3243], [2.5268, 0.1577, -0.4797], [-1.7456, 0.6076, 1.2009], [-0.6391, 1.8478, 0.4584], [-2.6275, 0.3517, 0.6022], [-1.1527, -0.3022, 1.2459], [-2.1081, 0.7699, 2.2111], [0.4627, 0.7727, -0.2331]], "nbo_charge": [0.018, -0.590, 0.186, 0.202, 0.382, -0.734, -0.338, 0.196, 0.189, 0.209, 0.279], "molar_mass_g_mol": 77.15, "e_homo_ha": -0.272, "total_charge": 0}

*ii*
{"formula": "C2H7NS", "method": "ωB97M-V/def2-TZVPD", "elements": ["C", "N", "C", "H", "H", "H", "H", "H", "S", "H", "H"], "positions_angstrom": [[-0.4474, -1.3709, -0.5728], [-0.3121, -1.5497, 0.6685], [0.6433, -0.7300, 1.3914], [-0.1279, -0.4228, -1.0247], [-0.6945, -2.2514, -1.1624], [0.0670, -0.0421, 2.0027], [1.3842, -1.3212, 1.9186], [1.2299, -0.0633, 0.7385], [-0.1986, 3.0320, -1.1415], [-0.2397, 2.2405, -2.2019], [-1.3043, 2.4789, -0.6165]], "nbo_charge": [-0.066, -0.391, -0.448, 0.133, 0.181, 0.204, 0.214, 0.170, -0.279, 0.137, 0.145], "molar_mass_g_mol": 77.15, "e_homo_ha": -0.343, "total_charge": 0}

*iii*
{"formula": "C2H7NS", "method": "ωB97M-V/def2-TZVPD", "elements": ["C", "C", "N", "S", "H", "H", "H", "H", "H", "H", "H"], "positions_angstrom": [[0.9904, 0.0677, -0.4225], [-0.0821, -0.4534, 0.5746], [-1.2652, 0.3881, 0.6507], [-2.6691, -0.0172, -0.2572], [0.8817, 1.1387, -0.5136], [2.0041, -0.2875, -0.0723], [0.9211, -0.5117, -1.4366], [-0.2674, -1.4626, 0.2820], [0.3870, -0.3697, 1.5272], [-1.4427, 0.7247, 1.5785], [-3.1192, 1.2991, -0.0885]], "nbo_charge": [-0.618, -0.227, -0.791, 0.138, 0.220, 0.205, 0.201, 0.181, 0.193, 0.375, 0.123], "molar_mass_g_mol": 77.15, "e_homo_ha": -0.295, "total_charge": 0}

*iv*
{"formula": "C2H7NS", "method": "ωB97M-V/def2-TZVPD", "elements": ["C", "C", "N", "H", "H", "H", "H", "H", "S", "H", "H"], "positions_angstrom": [[0.3862, -0.3754, -1.3229], [0.6801, 0.5771, -0.4487], [1.0020, 0.3632, 0.8951], [0.2274, -0.1452, -2.3644], [0.3628, -1.4116, -1.0147], [0.6051, 1.6213, -0.7130], [1.5132, -0.4849, 1.0858], [1.4609, 1.1454, 1.3334], [-2.6935, -0.3412, 0.8869], [-1.6385, 0.1280, 1.5641], [-1.9056, -1.0766, 0.0985]], "nbo_charge": [-0.523, 0.013, -0.828, 0.213, 0.188, 0.190, 0.377, 0.376, -0.305, 0.154, 0.145], "molar_mass_g_mol": 77.15, "e_homo_ha": -0.316, "total_charge": 0}

*iv* comes first in stability; the runner-up is 0.596 eV higher.

*i*
{"formula": "C2H7NS", "method": "ωB97M-V/def2-TZVPD", "elements": ["S", "H", "C", "C", "N", "H", "H", "H", "H", "H", "H"], "positions_angstrom": [[0.8116, 0.4261, -1.4248], [1.4332, -0.1509, -2.4609], [-1.2605, 0.6939, 1.0796], [-0.0031, -1.3209, 0.6082], [-0.3817, -0.4185, 1.4503], [-2.1871, 0.6206, 1.6439], [-0.7434, 1.6196, 1.3186], [-1.4443, 0.6260, 0.0097], [-0.4205, -1.3740, -0.3882], [0.7916, -2.0128, 0.8588], [0.1019, -0.3605, 2.3335]], "nbo_charge": [-0.840, 0.127, -0.429, 0.048, -0.479, 0.208, 0.227, 0.258, 0.262, 0.214, 0.405], "molar_mass_g_mol": 77.15, "e_homo_ha": -0.265, "total_charge": 0}

*ii*
{"formula": "C2H7NS", "method": "ωB97M-V/def2-TZVPD", "elements": ["C", "C", "N", "H", "H", "H", "H", "H", "S", "H", "H"], "positions_angstrom": [[0.7481, -0.2160, -1.2619], [0.4818, -0.1562, 0.0364], [0.7575, 0.9921, 0.7781], [1.0159, -1.1659, -1.5185], [1.0723, 0.6436, -1.8195], [0.1548, -1.0153, 0.5573], [1.5918, 1.5047, 0.3804], [0.9965, 0.7840, 1.7882], [-2.7339, -0.8518, 0.1212], [-1.7659, -0.9736, 1.1584], [-2.3188, 0.4544, -0.2198]], "nbo_charge": [-0.523, 0.026, -0.833, 0.204, 0.190, 0.181, 0.378, 0.375, -0.309, 0.142, 0.170], "molar_mass_g_mol": 77.15, "e_homo_ha": -0.305, "total_charge": 0}

*iii*
{"formula": "C2H7NS", "method": "ωB97M-V/def2-TZVPD", "elements": ["C", "S", "C", "N", "H", "H", "H", "H", "H", "H", "H"], "positions_angstrom": [[-0.1878, -1.6074, 0.0772], [0.7537, -0.2659, -0.8266], [0.1366, 1.0119, 0.3746], [-1.2682, 1.1191, 0.8707], [-1.1087, -1.1724, 0.3762], [-0.3634, -2.3693, -0.6187], [0.5136, -1.8851, 0.8160], [0.6678, 0.6495, 1.2873], [0.5252, 1.9947, 0.0783], [-1.7169, 2.0387, 0.7446], [-1.3916, 0.7368, 1.7370]], "nbo_charge": [-0.703, 0.119, -0.342, -0.863, 0.230, 0.220, 0.209, 0.179, 0.210, 0.379, 0.363], "molar_mass_g_mol": 77.15, "e_homo_ha": -0.309, "total_charge": 0}

*iii* comes first in stability; the runner-up is 0.756 eV higher.

*i*
{"formula": "C4H9BrO2S", "method": "ωB97M-V/def2-TZVPD", "elements": ["C", "C", "C", "C", "O", "O", "S", "Br", "H", "H", "H", "H", "H", "H", "H", "H", "H"], "positions_angstrom": [[0.8951, 0.7919, -1.2598], [1.4050, 1.7062, 0.9839], [1.7305, -0.7503, 0.5473], [1.3532, 0.7071, 0.1764], [-3.5004, -2.0816, 0.2457], [-3.0845, -0.9511, -1.8296], [-2.5675, -1.0904, -0.5048], [-3.0574, 0.9258, 0.5045], [0.0442, 1.4959, -1.2473], [1.5821, 0.9938, -1.8924], [0.4269, -0.1429, -1.5229], [-3.5711, -2.4879, 1.0965], [1.1926, 2.6671, 0.5255], [1.7363, 1.4580, 1.9697], [2.7394, -1.0291, 0.5077], [1.6053, -0.7870, 1.5823], [1.0701, -1.4256, 0.1175]], "nbo_charge": [-0.633, -0.438, -0.652, 0.060, -0.940, -0.865, 1.548, -0.285, 0.214, 0.207, 0.197, 0.547, 0.208, 0.202, 0.222, 0.207, 0.201], "molar_mass_g_mol": 201.09, "e_homo_ha": -0.351, "total_charge": 0}

*ii*
{"formula": "C4H9BrO2S", "method": "ωB97M-V/def2-TZVPD", "elements": ["C", "C", "C", "C", "O", "O", "S", "Br", "H", "H", "H", "H", "H", "H", "H", "H", "H"], "positions_angstrom": [[-0.6867, 2.1734, -0.4711], [1.3334, -1.7596, -1.4275], [-1.0133, 1.5898, 0.9171], [-1.6412, 0.4534, 1.1634], [1.1469, -2.1470, 1.0890], [1.9752, 0.0333, 0.4316], [0.8251, -0.8106, 0.1152], [-2.2308, -0.7012, -0.2368], [0.0251, 3.0725, -0.3821], [-0.3743, 1.4446, -1.1305], [-1.6889, 2.6109, -0.8328], [1.9267, -2.6281, -1.0532], [0.5053, -1.9815, -1.9213], [1.9824, -1.2013, -1.9827], [0.5085, -2.4716, 1.6368], [-0.8118, 2.0114, 1.8634], [-1.7816, 0.3116, 2.2216]], "nbo_charge": [-0.655, -0.792, -0.174, -0.313, -0.907, -0.942, 1.469, 0.026, 0.235, 0.218, 0.231, 0.245, 0.207, 0.225, 0.485, 0.219, 0.224], "molar_mass_g_mol": 201.09, "e_homo_ha": -0.332, "total_charge": 0}

*i* comes first in stability; the runner-up is 0.423 eV higher.